[1]
The following is a DFT calculation (ωB97M-V with the def2-TZVPD basis set) of a molecular structure, C4H7NO2.

```
14
Properties=species:S:1:pos:R:3:forces:R:3
H -0.4086 0.0572 2.2114 0.00 0.12 0.00
H 0.1870 -2.1063 -0.9238 0.33 0.26 0.15
C -0.6314 0.6662 0.3765 0.14 0.26 -0.30
H -2.1969 -1.0126 0.2566 0.13 0.26 -0.52
H 2.7084 1.8961 -1.1152 -0.14 0.09 -0.05
H -1.2278 -0.2790 -1.2394 -1.48 -0.74 0.14
H -1.0117 1.5886 -0.0688 0.37 -0.08 0.04
C -1.2758 -0.6041 -0.1812 -0.17 0.03 -0.18
N 1.7102 0.3753 -0.7757 -0.41 -0.29 0.14
O 1.7994 1.7587 -0.8237 0.34 0.39 0.07
C 0.0473 -1.3808 -0.1172 0.28 -0.07 0.03
C 0.6472 0.0092 -0.2024 0.75 0.07 0.27
H 0.3094 -1.8445 0.8395 -0.30 -0.03 -0.02
O -0.6563 0.8761 1.7632 0.15 -0.27 0.23
```
Forces are in eV/Å.

Output
Max |F| = 1.66 eV/A
ΔE to the lowest compared entry with this formula, charge and spin = 90.2 kcal/mol
Gap between HOMO and LUMO = 10.5 eV
Total charge = 0


[2]
The following is a DFT calculation (ωB97M-V with the def2-TZVPD basis set) of a molecular structure, C38H35Br3N7NiO2P.

```
87
Properties=species:S:1:pos:R:3:forces:R:3
H -5.8671 0.8284 0.5728 0.02 -0.03 0.00
C 4.6543 -2.9762 0.0695 -0.29 0.17 0.12
C -0.4613 3.4047 -2.6148 0.01 -0.01 0.06
H 5.7993 -2.6410 1.8911 0.01 0.05 0.01
H 6.3247 -1.6823 0.5050 0.00 -0.01 0.00
H -3.0167 -4.0952 -1.6040 0.00 0.01 0.01
H -1.9184 4.0818 3.7602 0.02 0.00 -0.03
C -2.4127 -2.8690 1.9145 0.02 -0.02 -0.16
H -0.7776 5.2648 -3.6246 -0.01 0.00 0.01
H -2.9434 4.7409 0.0337 0.00 0.02 -0.02
H -1.9203 2.4860 0.2944 -0.04 0.04 0.00
H -2.9666 -0.3964 -5.0326 0.01 0.00 0.00
C -2.1389 -2.6195 -0.3356 -0.03 -0.01 -0.10
Br 0.4503 5.2472 5.0421 -0.04 -0.23 -0.10
C -1.4086 -1.8132 -4.6289 -0.01 0.00 -0.01
H 0.9372 -2.6417 -0.0746 0.07 0.04 -0.04
H 4.8533 -1.2418 1.3635 -0.02 0.02 0.04
C -2.6906 1.7822 2.4688 -0.32 -0.07 -0.10
H 5.5341 1.6994 -1.2842 0.00 0.00 -0.01
C -3.3852 -4.4894 0.4935 0.24 0.37 -0.01
H 0.2665 -3.0240 -4.0394 -0.01 0.02 -0.01
N -0.4465 1.1408 3.0424 -0.15 0.03 -0.11
H 2.9844 -4.3723 0.1042 -0.05 -0.02 0.03
C 2.3907 1.2905 -0.1095 -0.04 -0.04 -0.01
H 0.2388 3.0310 -3.3533 -0.01 0.06 -0.02
C -0.5727 -0.0359 -2.6684 0.17 0.18 0.15
H -3.9195 -0.6904 0.7230 0.05 0.03 0.02
C -1.6889 0.2624 -3.4436 -0.01 0.01 0.06
N 2.5122 -2.8192 1.3789 -0.38 0.17 -0.29
H -2.3645 6.1170 -1.9372 0.01 0.00 0.00
N -1.9086 -2.1679 0.9004 -0.02 0.03 0.44
C -2.2475 4.3663 -0.7069 -0.03 0.01 0.01
N -2.7727 0.5919 1.8571 0.19 0.06 0.04
H -3.6909 3.6283 2.9588 -0.01 0.00 -0.02
H -3.5478 -4.5448 2.6458 0.02 0.01 0.00
C -2.8601 -3.7671 -0.5842 -0.04 -0.08 -0.06
C 2.4228 1.2210 -2.5242 -0.02 -0.02 0.02
H 1.9025 1.1081 -3.4685 0.04 0.00 -0.01
O -4.0965 -5.6000 0.3726 -0.11 -0.16 0.14
C -1.1541 3.3223 3.7083 -0.09 0.01 -0.01
C -3.7514 2.6767 2.4540 0.02 0.05 0.05
H 5.3073 -3.7700 -0.3001 -0.02 -0.06 0.02
H 4.9710 -1.7614 -1.6888 -0.01 0.01 -0.02
C 0.0933 3.5783 4.2560 0.04 0.12 0.07
C -1.9222 5.1373 -1.8137 -0.04 0.02 0.05
H -1.7302 -2.5004 -5.4006 0.00 0.01 0.00
H 3.5385 -1.3245 -0.7751 -0.08 0.02 -0.07
H -2.2260 1.1897 -3.2848 -0.02 -0.02 -0.03
N 2.6767 -2.2880 2.5931 0.03 0.01 -0.01
P -0.0723 0.9964 -1.2735 -0.11 0.03 -0.17
C 4.4631 1.5443 -1.2945 0.00 0.01 0.02
C 1.7193 1.1609 -1.3236 -0.22 -0.10 0.03
N 0.8171 -1.5668 1.7739 0.24 -0.08 -0.09
H 3.9153 -4.3019 1.6129 -0.12 -0.04 0.04
C -2.1038 -0.6301 -4.4230 -0.05 0.00 -0.02
H 1.8251 1.2392 0.8135 0.04 0.01 0.05
H 1.0181 -1.4195 -2.2995 0.09 -0.10 0.01
C 4.1381 -2.1720 -1.1192 -0.01 -0.10 0.03
H 1.4537 0.5842 3.5963 0.07 -0.13 -0.09
C 3.7630 1.4801 -0.0964 0.02 0.03 0.03
C -0.7909 2.6285 -1.5051 0.09 -0.19 0.00
C -3.8911 0.2764 1.2094 -0.13 -0.07 -0.11
Ni -0.9770 -0.4972 1.8087 0.12 0.51 -0.58
H -1.7304 -2.0250 -1.1454 -0.01 0.00 0.02
O -0.5350 0.3715 0.0180 0.05 0.06 0.11
C 0.1284 -1.2223 -2.8846 0.01 0.04 -0.06
C 1.0586 2.5883 4.2164 -0.02 0.06 0.03
C -1.3921 2.0982 3.1046 0.30 0.06 0.15
C 1.3616 -2.3628 0.8744 0.04 -0.05 0.25
C -1.0304 4.6582 -2.7653 0.04 -0.01 -0.07
C 3.5080 -3.7121 0.7940 0.59 -0.05 -0.20
C -4.9048 2.3445 1.7611 -0.08 0.10 0.00
H 4.3456 1.4635 -3.4353 0.00 0.00 0.01
Br -6.3303 3.5676 1.6759 0.18 -0.18 0.02
C -4.9828 1.1174 1.1217 -0.06 0.09 0.03
N 1.6665 -1.5454 2.8173 -0.05 0.13 0.33
C 5.4523 -2.0859 1.0190 0.03 -0.14 -0.04
H -4.2223 -5.8720 -0.5440 0.03 0.04 -0.08
H 3.5439 -2.7928 -1.7958 -0.01 0.05 -0.02
H 2.0365 2.7426 4.6486 0.00 -0.05 0.00
C 3.7954 1.4143 -2.5049 0.04 0.01 -0.05
C -1.6816 3.1104 -0.5533 0.03 -0.06 -0.08
H 4.2863 1.5863 0.8454 0.01 0.00 -0.01
C 0.7362 1.3876 3.6106 0.04 0.02 0.04
C -3.1521 -4.0141 1.7913 -0.11 -0.18 0.13
C -0.2873 -2.1107 -3.8623 0.03 -0.03 0.03
Br -1.9986 -2.0948 3.6068 -0.16 -0.44 0.16
```
Forces are in eV/Å.

Output
Max |F| = 0.77 eV/A
ΔE to the lowest compared entry with this formula, charge and spin = 0.0 kcal/mol
Gap between HOMO and LUMO (alpha / beta) = 8.6 / 8.6 eV
Multiplicity = 3
Total charge = +2


[3]
The following is a DFT calculation (ωB97M-V with the def2-TZVPD basis set) of 2 unconnected molecules or ions with the total composition C11H25F3N4O3P.

```
47
Properties=species:S:1:pos:R:3:forces:R:3
H 3.2879 -0.4492 -1.0703 -1.41 0.67 0.04
O 0.3441 2.4985 -0.9889 0.76 1.41 -1.49
H -2.1014 -2.3556 -0.1888 -0.10 -0.35 0.10
C 2.4352 0.2930 -1.1765 -0.18 0.52 0.02
H -1.0742 -0.2256 -1.2817 1.04 1.16 0.17
O -2.8937 -4.0706 -0.9467 0.15 -0.67 -0.19
H -0.3422 4.7462 0.2779 -1.02 0.38 -0.54
N -2.6780 0.4360 0.4290 2.22 0.28 0.48
C -0.8258 2.9288 1.0304 -0.79 3.52 -1.69
H 3.4039 2.4421 2.6692 0.42 0.53 -1.07
H 3.6950 3.6271 1.2147 0.19 -1.11 0.73
H 1.6232 0.7177 0.9015 0.67 0.71 -0.70
H -3.6447 -0.8142 -1.3688 -0.06 -0.09 0.08
C 2.2798 1.2289 0.1372 0.74 0.08 -1.90
N -0.8191 2.4906 2.3237 -1.68 -1.12 0.18
H -1.8762 -2.5292 -1.9257 -0.15 -0.26 -0.10
H 0.0214 2.4898 2.9130 -0.60 0.18 -0.63
N -0.6521 2.1542 -0.1422 0.36 -0.73 2.99
H -1.2161 4.8007 1.7491 0.25 -0.20 -0.38
F -4.2275 -6.3918 -0.7540 0.17 0.47 -0.15
H 1.4430 -0.1883 -1.4203 1.27 0.13 0.16
H -1.7205 2.1509 2.6892 0.92 -0.03 -0.03
H 4.9006 0.1944 2.3201 -0.89 -0.29 -1.12
C -3.8612 -1.8809 -1.3242 -0.25 -0.18 -0.35
H -4.3561 -2.1730 -2.2527 0.15 -0.01 0.01
F -3.8667 -6.8973 -2.8129 0.22 0.65 0.04
H 5.0655 2.6719 1.9493 -1.49 0.07 -0.22
H 2.3548 2.8962 -1.2761 -1.33 -0.26 0.96
C 1.6624 2.6093 -0.4133 2.62 -0.29 0.74
F -2.2308 -6.8732 -1.4129 0.06 0.54 -0.10
H -0.4102 -0.2372 0.9898 0.54 0.44 -1.04
C 3.7483 1.3855 0.7334 0.19 -0.50 1.58
P -1.1298 0.4714 -0.0330 -3.81 -1.62 2.10
C 3.9981 0.0750 1.6449 -1.00 0.68 0.32
H 4.0041 -0.8791 1.0453 0.29 1.03 0.67
H 2.7080 0.9289 -2.0870 -0.38 -0.72 1.30
O -3.0410 -4.2913 -3.1822 -0.09 -0.58 0.25
C -2.5910 -2.6794 -1.1108 -0.18 0.61 -0.07
H 3.0953 0.0126 2.3472 1.20 -0.04 -0.79
N -1.0958 4.3359 0.8433 2.61 -3.69 0.70
H 4.5733 1.3704 -0.0435 -1.31 0.29 0.48
H 1.7885 3.4694 0.3332 -0.79 -1.12 -0.76
H -4.5695 -2.0643 -0.5134 0.15 0.12 0.05
H -2.7052 -0.0659 1.3363 -0.25 0.46 -0.66
C -3.0965 -4.7631 -2.0827 0.37 1.38 -0.01
C -3.3596 -6.2332 -1.7683 -0.55 -1.81 0.27
C 3.9530 2.6369 1.6991 0.75 -0.61 -0.42
```
Forces are in eV/Å.

Output
Max |F| = 4.64 eV/A
Gap between HOMO and LUMO = 6.8 eV
Total charge = +1


[4]
The following is a DFT calculation (ωB97M-V with the def2-TZVPD basis set) of a molecular structure, C5H8N2O.

```
16
Properties=species:S:1:pos:R:3:forces:R:3
H -1.0153 0.3802 -1.9273 2.13 -0.23 1.02
C 1.5601 -0.0493 0.5386 -3.59 -1.30 -0.13
C 0.1131 0.6197 0.9692 1.32 -1.27 1.92
H -2.5408 -1.5445 0.5021 5.08 0.68 -2.04
H 0.0028 0.7509 2.1804 0.12 0.83 -3.26
H 1.9997 -0.3079 -1.5807 -2.29 0.94 0.56
H -0.6851 2.2489 -0.0155 -0.41 -0.58 -1.22
H -1.8864 0.7608 0.1853 0.58 -2.31 0.62
O -1.4743 -1.3728 0.0158 -6.42 -2.92 3.29
H 0.2924 -1.6440 0.2874 3.85 -1.02 -0.58
C 1.1250 -0.2846 -0.8126 3.20 -1.23 -4.32
H 2.5635 0.1939 0.8323 -0.14 0.53 0.27
N -0.0262 1.5187 -0.3087 2.24 4.69 3.66
N 1.3748 -1.4992 -0.0495 -4.58 1.02 2.54
C -1.0800 -0.0902 0.1778 -0.83 1.92 0.28
C -0.3233 0.3193 -0.9948 -0.25 0.25 -2.61
```
Forces are in eV/Å.

Output
Max |F| = 7.79 eV/A
ΔE to the lowest compared entry with this formula, charge and spin = 172.6 kcal/mol
Gap between HOMO and LUMO = 9.2 eV
Total charge = 0


[5]
The following is a DFT calculation (ωB97M-V with the def2-TZVPD basis set) of 2 unconnected molecules or ions with the total composition C6H9ClFO2.

```
19
Properties=species:S:1:pos:R:3:forces:R:3
F -1.9301 0.8024 -0.4779 0.47 0.78 1.00
H -0.3768 -2.7005 0.1668 -0.13 0.77 -0.26
H -0.8907 -2.1525 -1.4086 0.20 0.06 -0.52
H -1.3359 -1.2822 -0.0998 -3.57 2.16 2.06
H 2.2370 -0.4862 0.7851 1.41 0.05 0.09
C 1.0427 -0.2673 -1.5614 0.93 0.32 0.53
H 1.2888 -2.0160 1.0090 0.51 -0.06 1.23
C -1.2276 1.1467 0.7468 -1.36 -0.76 -0.08
H 1.8849 0.4365 -1.6384 -0.38 -0.47 0.33
C 0.6133 -0.8866 -0.4759 0.85 -0.26 0.95
H 0.7524 -0.3056 1.5419 -0.86 -0.17 1.04
H 0.5514 -0.5442 -2.4411 -0.73 0.11 -1.54
O -0.2326 3.0037 1.8016 -0.12 1.13 1.92
C -0.6257 2.4160 0.8401 1.41 -0.45 -2.39
Cl -2.2624 0.6818 2.1339 0.19 0.12 -0.50
O -0.0522 2.8428 -0.4217 -0.96 -0.61 0.78
H -0.1678 2.0372 -0.9379 0.11 0.06 -0.66
C -0.5568 -1.7818 -0.4443 2.35 -3.38 -1.86
C 1.2885 -0.9440 0.8816 -0.30 0.60 -2.11
```
Forces are in eV/Å.

Output
Max |F| = 4.65 eV/A
ΔE to the lowest compared entry with this formula, charge and spin = 54.2 kcal/mol
Gap between HOMO and LUMO = 6.8 eV
Total charge = -1


Record-wise energy values, in eV: -9843.36906, -314950.10921, -41344.87308, -10335.24218, -25702.03912